No. 1
This record from the OMol25 dataset describes a molecular structure, C41H46CaP2. The level of theory is ωB97M-V with the def2-TZVPD basis set.

Values from the calculation:
total energy = -80272.12172 eV
LUMO level = -0.042 eV
frontier orbital gap = 0.22504 hartree
E_HOMO = -6.17 eV

The geometry in ORCA input format:
```
! RIJCOSX wB97M-V def2-TZVPD def2/J DEFGRID3
* xyz 0 1
Ca 2.15 -0.88 3.87
C 2.77 -3.15 4.10
C 2.46 -2.91 2.79
C 1.18 -3.28 2.11
C 0.06 -2.20 2.14
C -0.09 -1.45 3.42
C 0.10 -1.94 4.68
C 0.38 -3.36 5.03
C 1.87 -3.77 5.14
C 1.55 1.05 4.61
H 3.82 -3.01 4.42
H 3.28 -2.54 2.13
H 0.81 -4.22 2.55
H 1.41 -3.52 1.06
H 0.24 -1.49 1.30
H -0.92 -2.68 1.91
H -0.47 -0.42 3.31
H -0.14 -1.27 5.53
H -0.13 -4.01 4.30
H -0.10 -3.58 6.00
H 2.24 -3.49 6.14
H 1.98 -4.86 5.07
H 2.31 1.38 5.30
H 0.57 1.01 5.04
H 1.57 1.62 3.69
P 0.04 1.69 -5.19
P -3.03 3.09 -3.57
C -1.66 1.10 -5.16
C -2.75 1.55 -4.46
C 0.64 1.27 -6.88
C 0.13 0.22 -7.64
C 0.63 -0.02 -8.93
C 1.65 0.78 -9.45
C 2.17 1.83 -8.69
C 1.67 2.08 -7.41
C 0.82 0.37 -4.17
C 0.49 0.34 -2.80
C 1.06 -0.60 -1.95
C 1.99 -1.52 -2.45
C 2.33 -1.49 -3.81
C 1.75 -0.55 -4.66
C -4.50 3.70 -4.51
C -4.29 4.12 -5.84
C -5.35 4.61 -6.59
C -6.62 4.73 -6.03
C -6.83 4.34 -4.71
C -5.78 3.82 -3.95
C -3.77 2.57 -1.97
C -3.56 3.42 -0.86
C -4.09 3.09 0.38
C -4.82 1.91 0.54
C -5.02 1.06 -0.55
C -4.51 1.40 -1.81
H -1.79 0.16 -5.72
H -3.66 0.94 -4.54
H -0.66 -0.41 -7.24
H 0.21 -0.83 -9.52
H 2.03 0.59 -10.45
H 2.97 2.45 -9.09
H 2.05 2.91 -6.83
H -0.21 1.07 -2.39
H 0.80 -0.62 -0.90
H 2.45 -2.26 -1.79
H 3.06 -2.20 -4.20
H 2.02 -0.54 -5.71
H -3.29 4.05 -6.27
H -5.17 4.92 -7.62
H -7.45 5.13 -6.63
H -7.82 4.43 -4.27
H -5.96 3.51 -2.92
H -2.97 4.33 -0.99
H -3.93 3.75 1.23
H -5.22 1.64 1.52
H -5.58 0.13 -0.43
H -4.67 0.74 -2.66
C 3.52 -1.21 9.28
C 4.24 -1.94 8.13
C 5.72 -1.48 8.07
C 4.20 -3.47 8.40
C 3.60 -1.66 6.91
C 3.05 -1.38 5.87
H 4.00 -1.42 10.25
H 2.48 -1.53 9.34
H 3.54 -0.12 9.12
H 6.23 -1.70 9.02
H 6.24 -2.00 7.26
H 5.77 -0.40 7.89
H 3.16 -3.81 8.45
H 4.70 -4.00 7.58
H 4.69 -3.72 9.34
*
```

***

No. 2
This record from the OMol25 dataset describes a molecular structure, C41H46IN5OPSV. The level of theory is ωB97M-V with the def2-TZVPD basis set.

Values from the calculation:
total energy = -106670.15993 eV
LUMO level (alpha / beta) = -2.462 / -2.517 eV
frontier orbital gap (alpha / beta) = 0.27442 / 0.27783 hartree
E_HOMO (alpha / beta) = -9.93 / -10.08 eV

The geometry in ORCA input format:
```
! RIJCOSX wB97M-V def2-TZVPD def2/J DEFGRID3
* xyz 1 4
V -0.42 0.88 -0.98
I -1.95 1.66 -3.17
C -3.69 1.88 -1.97
C -4.21 3.14 -2.01
C -5.47 3.40 -1.45
C -6.20 2.37 -0.93
C -5.67 1.06 -0.89
C -6.50 0.01 -0.40
C -6.04 -1.27 -0.33
C -4.70 -1.53 -0.67
C -3.84 -0.56 -1.13
P -2.05 -0.98 -1.17
C -1.87 -2.25 0.13
C -2.02 -3.62 -0.12
C -1.88 -4.53 0.92
C -1.58 -4.10 2.20
C -1.41 -2.74 2.45
C -1.56 -1.83 1.42
C -1.80 -1.94 -2.70
C -0.54 -2.50 -2.90
C -0.28 -3.21 -4.06
C -1.26 -3.34 -5.03
C -2.51 -2.78 -4.84
C -2.78 -2.07 -3.67
C -4.35 0.77 -1.34
H -3.67 3.93 -2.51
H -5.87 4.41 -1.48
H -7.20 2.54 -0.55
H -7.50 0.26 -0.08
H -6.68 -2.07 0.02
H -4.33 -2.53 -0.50
H -2.24 -3.97 -1.12
H -2.00 -5.59 0.72
H -1.46 -4.81 3.00
H -1.15 -2.40 3.44
H -1.41 -0.77 1.61
H 0.23 -2.40 -2.14
H 0.70 -3.65 -4.20
H -1.05 -3.89 -5.94
H -3.27 -2.88 -5.60
H -3.77 -1.64 -3.53
C -1.44 5.74 1.49
C -1.59 4.32 2.00
N -0.86 3.40 1.14
C -0.01 3.73 0.13
N 0.40 2.78 -0.68
C 1.45 3.12 -1.64
C 1.26 4.52 -2.19
C 1.26 5.49 -1.02
N 0.37 5.03 0.03
C 0.01 5.97 1.08
H -1.73 6.44 2.27
H -2.08 5.91 0.62
H -2.65 4.03 2.01
H -1.22 4.24 3.02
H -1.00 2.42 1.27
H 1.43 2.38 -2.44
H 2.43 3.02 -1.16
H 0.30 4.58 -2.72
H 2.05 4.78 -2.89
H 0.92 6.48 -1.34
H 2.27 5.60 -0.62
H 0.15 6.97 0.69
H 0.68 5.85 1.95
C 1.08 -0.43 -0.49
H 0.89 -1.46 -0.20
H 1.35 0.14 0.43
H 1.95 -0.38 -1.15
C 5.11 0.13 5.73
C 6.01 -0.56 4.70
C 5.26 -1.01 3.46
N 4.74 0.16 2.74
C 4.33 0.22 1.47
S 4.20 1.65 0.63
N 4.08 -0.99 0.82
C 3.25 -2.01 1.29
O 2.72 -2.00 2.38
C 3.06 -3.12 0.31
C 1.88 -3.86 0.38
C 1.64 -4.85 -0.55
C 2.57 -5.13 -1.54
C 3.76 -4.41 -1.60
C 4.00 -3.41 -0.67
H 5.68 0.40 6.62
H 4.30 -0.54 6.04
H 4.66 1.04 5.35
H 6.45 -1.45 5.15
H 6.84 0.09 4.42
H 4.44 -1.66 3.73
H 5.93 -1.55 2.79
H 4.94 1.07 3.13
H 4.03 -0.86 -0.18
H 1.16 -3.62 1.15
H 0.71 -5.42 -0.50
H 2.38 -5.92 -2.26
H 4.49 -4.64 -2.36
H 4.94 -2.86 -0.71
*
```

***

No. 3
This record from the OMol25 dataset describes a molecular structure, C41H46N3P2PbSSb. The level of theory is ωB97M-V with the def2-TZVPD basis set.

Values from the calculation:
total energy = -88895.82151 eV
LUMO level (alpha / beta) = -11.844 / -12.082 eV
frontier orbital gap (alpha / beta) = 0.22282 / 0.20935 hartree
E_HOMO (alpha / beta) = -17.91 / -17.78 eV

The geometry in ORCA input format:
```
! RIJCOSX wB97M-V def2-TZVPD def2/J DEFGRID3
* xyz 4 1
Pb -1.12 0.46 -0.90
C 1.25 0.32 1.93
N 2.45 -0.46 1.68
C 2.73 -0.81 0.28
P 1.77 0.05 -1.07
C 2.79 1.50 -1.43
C 4.15 1.36 -1.73
C 4.90 2.48 -2.05
C 4.31 3.73 -2.08
C 2.96 3.88 -1.79
C 2.20 2.76 -1.47
C 1.96 -1.12 -2.43
C 3.05 -1.99 -2.54
C 3.17 -2.82 -3.64
C 2.22 -2.79 -4.65
C 1.14 -1.92 -4.56
C 1.01 -1.09 -3.45
C 3.22 -0.96 2.67
C 2.94 -0.71 4.05
C 3.76 -1.20 5.03
C 4.88 -1.97 4.69
C 5.17 -2.26 3.35
C 4.36 -1.77 2.35
P -0.33 -0.64 1.56
C -1.31 -0.52 3.07
C -1.46 0.73 3.67
C -2.23 0.85 4.82
C -2.85 -0.27 5.36
C -2.71 -1.51 4.75
C -1.94 -1.64 3.60
C 0.18 -2.36 1.33
C 0.76 -3.08 2.38
C 1.22 -4.37 2.15
C 1.11 -4.94 0.89
C 0.52 -4.23 -0.15
C 0.06 -2.94 0.07
H 1.28 1.20 1.29
H 1.21 0.67 2.96
H 2.60 -1.88 0.14
H 3.78 -0.55 0.08
H 4.62 0.39 -1.75
H 5.95 2.37 -2.29
H 4.91 4.60 -2.33
H 2.51 4.86 -1.82
H 1.15 2.87 -1.25
H 3.82 -2.03 -1.78
H 4.02 -3.49 -3.72
H 2.32 -3.43 -5.51
H 0.40 -1.88 -5.35
H 0.18 -0.40 -3.41
H 2.08 -0.13 4.35
H 3.54 -1.00 6.07
H 5.53 -2.35 5.47
H 6.03 -2.86 3.09
H 4.60 -2.01 1.33
H -0.98 1.61 3.27
H -2.34 1.81 5.30
H -3.45 -0.18 6.26
H -3.19 -2.38 5.17
H -1.83 -2.61 3.14
H 0.84 -2.65 3.37
H 1.66 -4.94 2.96
H 1.47 -5.95 0.72
H 0.43 -4.68 -1.13
H -0.39 -2.40 -0.75
C -7.30 -0.42 -1.37
Sb -5.72 -1.77 -1.00
C -5.83 -3.36 -2.39
C -5.90 -2.53 0.96
H -8.22 -0.99 -1.25
H -7.23 -0.03 -2.38
H -7.27 0.39 -0.64
H -6.77 -3.88 -2.18
H -5.00 -4.04 -2.25
H -5.84 -2.96 -3.40
H -6.82 -3.13 0.98
H -5.99 -1.71 1.66
H -5.05 -3.16 1.20
C -2.01 7.33 -1.27
C -1.73 5.91 -1.63
C -1.58 5.43 -2.91
C -1.33 4.07 -3.10
N -1.22 3.23 -2.05
C -1.35 3.70 -0.83
S -1.18 2.66 0.55
N -1.60 5.01 -0.62
C -1.16 3.49 -4.45
H -2.15 7.93 -2.16
H -1.17 7.74 -0.69
H -2.90 7.40 -0.65
H -1.67 6.10 -3.75
H -1.70 5.34 0.34
H -1.12 4.25 -5.22
H -1.99 2.81 -4.66
H -0.24 2.90 -4.49
*
```

***

| no. | M (g/mol) |
| --- | --- |
| 1 | 640.85 |
| 2 | 865.74 |
| 3 | 1003.82 |